Entry 1:
{"formula": "C16H51BFN8O6P4", "method": "wB97M-V/def2-TZVPD", "species": ["P", "H", "N", "C", "C", "N", "C", "O", "H", "H", "C", "H", "C", "H", "H", "C", "H", "H", "H", "H", "C", "N", "C", "H", "H", "H", "H", "N", "H", "B", "H", "H", "H", "H", "C", "O", "C", "H", "H", "H", "P", "H", "H", "H", "H", "P", "C", "H", "C", "H", "C", "H", "C", "H", "H", "H", "C", "P", "O", "H", "H", "H", "N", "F", "H", "H", "H", "O", "H", "H", "N", "H", "O", "C", "H", "H", "H", "H", "H", "H", "H", "H", "H", "O", "H", "N", "N"], "xyz": [[-1.220, -0.125, 0.860], [5.574, -0.678, -2.466], [7.201, -1.946, -3.002], [-6.198, 3.851, 0.465], [5.808, -1.514, -3.133], [-7.548, 3.326, 0.564], [-9.843, 5.073, 3.178], [0.502, -0.480, 0.956], [10.578, -3.643, -1.310], [-8.383, 1.560, 4.363], [9.957, -4.344, -1.864], [9.086, -5.023, -4.203], [-8.114, 2.824, -0.679], [-1.004, 1.114, 0.130], [5.124, -2.330, -2.917], [8.309, -4.651, -3.533], [5.604, -1.200, -4.160], [9.585, -5.107, -1.174], [3.124, -2.821, 0.350], [-9.535, 4.632, 4.125], [-9.294, 5.539, 0.927], [-8.824, 4.831, 2.125], [2.263, -1.184, -0.722], [-9.552, 6.568, 1.186], [9.091, -1.337, -3.745], [10.623, -4.826, -2.581], [-0.151, -1.872, -1.917], [-4.379, -0.802, 0.201], [-6.433, 5.036, 3.134], [-0.275, -3.340, -0.366], [-4.270, -0.856, -0.813], [8.878, -0.045, -0.911], [0.628, 0.067, -0.940], [-10.814, 4.644, 2.906], [8.072, -0.972, -3.630], [-1.490, -1.078, -0.612], [0.822, -0.863, -0.374], [2.654, -1.496, 1.396], [-10.174, 5.067, 0.478], [-8.546, 1.828, -0.547], [7.593, -2.910, -1.638], [-6.120, 4.213, 4.630], [9.269, -1.915, 1.448], [7.539, -4.200, -4.155], [-6.710, 1.318, 3.832], [-8.468, 3.113, 1.987], [-6.325, 4.043, 3.568], [7.782, -2.802, 1.196], [-0.290, -1.815, -0.820], [-3.191, 2.573, 0.129], [-7.417, 2.044, 4.248], [7.864, -5.502, -3.008], [9.492, -0.952, -0.866], [-1.584, -4.093, 1.070], [-8.911, 3.487, -1.051], [7.726, -0.758, -4.646], [3.102, -1.733, 0.431], [-3.393, 0.463, 0.857], [-8.614, 1.608, 1.970], [-6.097, 4.813, 0.981], [-1.102, 0.699, 2.051], [8.087, -0.022, -3.083], [8.873, -3.658, -2.582], [2.889, -0.040, -1.252], [-5.918, 4.067, -0.566], [-5.337, -0.510, 0.373], [-0.340, -3.170, 1.683], [-3.593, 1.774, -0.231], [4.102, -1.312, 0.341], [-5.461, 3.150, 0.858], [8.702, -2.130, -0.586], [10.250, -0.793, -0.097], [6.320, -2.684, -0.861], [8.778, -2.622, 0.782], [-0.606, -4.903, -1.451], [-8.513, 5.612, 0.173], [-7.081, 2.313, 5.253], [-9.972, 6.143, 3.348], [-1.585, -1.225, 1.735], [10.056, -1.048, -1.799], [-7.366, 2.737, -1.464], [9.336, -3.570, 0.834], [-5.445, 3.554, 3.139], [0.129, -4.283, -1.334], [2.252, -1.905, -1.547], [-0.612, -3.829, 0.964], [-7.523, 3.237, 3.413]], "homo_ev": -3.191, "lumo_ev": 1.74, "total_charge": -1, "mol_weight_g_mol": 605.3, "homo_lumo_gap_ev": 4.935}

***

Entry 2:
{"formula": "C7H10CoF2NS3", "method": "wB97M-V/def2-TZVPD", "species": ["N", "H", "C", "H", "H", "S", "H", "H", "C", "H", "H", "C", "H", "H", "C", "C", "F", "C", "H", "S", "S", "C", "Co", "F"], "xyz": [[1.376, 0.875, -0.819], [4.161, 0.134, -2.666], [3.514, 2.005, -1.761], [4.977, 3.396, -0.993], [4.635, 0.329, -0.967], [-2.393, -3.517, 0.764], [2.910, 2.024, -3.852], [2.556, 3.528, -2.985], [-1.337, -2.251, 0.667], [4.220, 3.146, -3.450], [4.117, 2.476, 0.269], [4.511, 0.848, -1.920], [5.475, 1.244, -2.241], [3.307, 3.808, -0.559], [2.264, 1.427, -1.281], [1.898, 0.447, 1.839], [1.896, 1.844, 2.071], [4.012, 2.986, -0.688], [1.935, 0.002, 2.837], [-0.761, -1.507, -0.788], [-0.558, -1.461, 2.009], [3.279, 2.720, -3.098], [0.527, -0.170, 0.573], [3.194, 0.229, 1.305]], "homo_ev": [-4.053, -4.036], "multiplicity": 2, "lumo_ev": [2.48, 2.48], "total_charge": -1, "mol_weight_g_mol": 301.3, "homo_lumo_gap_ev": [6.532, 6.515], "e_above_lowest_kj_mol": 0.0}

***

Entry 3:
{"formula": "C4H10N4O2", "method": "wB97M-V/def2-TZVPD", "species": ["C", "H", "N", "O", "H", "H", "C", "H", "H", "H", "H", "N", "H", "H", "C", "C", "O", "N", "H", "N"], "xyz": [[-1.314, 1.139, 1.984], [2.194, -0.446, -2.914], [-0.825, 1.096, -0.660], [-1.955, 0.377, 2.792], [-2.244, 0.021, 0.124], [-0.333, -1.324, 1.476], [0.240, 0.983, -1.314], [-0.238, 1.156, 2.155], [3.030, 0.423, -1.734], [-1.109, -1.948, 0.034], [0.496, 1.769, -2.010], [-1.239, 0.170, 0.266], [-2.918, 0.525, 2.879], [2.646, -1.238, -1.452], [-0.511, -1.107, 0.413], [0.808, -1.174, -0.308], [1.609, -2.060, -0.235], [2.314, -0.309, -1.893], [-1.750, 2.055, 1.585], [1.099, -0.109, -1.187]], "homo_ev": -18.407, "lumo_ev": -7.82, "total_charge": 2, "mol_weight_g_mol": 146.2, "homo_lumo_gap_ev": 10.586, "e_above_lowest_kj_mol": 204.1}

***

Entry 4:
{"formula": "C35H61F15N5O15P2", "method": "wB97M-V/def2-TZVPD", "species": ["C", "H", "F", "F", "P", "H", "O", "C", "H", "O", "H", "N", "O", "C", "C", "H", "H", "H", "H", "O", "H", "H", "O", "H", "C", "H", "F", "F", "C", "C", "O", "H", "H", "C", "C", "H", "C", "H", "H", "N", "H", "H", "H", "C", "H", "H", "C", "H", "C", "H", "C", "N", "H", "O", "C", "H", "C", "H", "O", "H", "H", "H", "H", "H", "N", "O", "O", "N", "C", "C", "F", "C", "O", "C", "H", "H", "O", "C", "C", "C", "F", "C", "H", "H", "O", "H", "H", "H", "H", "H", "H", "H", "F", "H", "H", "C", "H", "C", "C", "F", "C", "O", "H", "H", "C", "O", "C", "P", "H", "H", "F", "H", "C", "F", "H", "H", "F", "H", "H", "H", "H", "F", "F", "F", "C", "C", "H", "C", "H", "H", "H", "F", "C"], "xyz": [[4.828, 8.781, -1.327], [-0.026, -2.978, -5.578], [-2.638, 0.531, 1.792], [-0.790, -5.600, 7.864], [1.977, 2.100, -4.854], [-3.816, 4.361, 1.309], [-1.577, -3.229, 6.452], [0.416, -2.638, -7.661], [-1.922, 0.858, -1.319], [1.606, -3.441, -7.720], [5.123, -0.912, 0.128], [1.479, -0.371, -2.353], [-2.389, -9.186, 4.853], [-1.119, 0.820, -3.652], [-3.873, -10.413, 3.524], [1.046, -1.618, -5.876], [-2.176, 2.450, 0.211], [2.764, 2.496, -1.370], [2.384, 1.553, 4.530], [4.977, 7.707, -0.826], [0.448, 3.916, -2.787], [-4.241, 6.402, 2.443], [-5.872, -0.711, 1.607], [0.746, 1.115, 5.078], [1.469, -4.704, -7.331], [3.713, -1.916, -0.009], [3.043, -5.692, -8.773], [-4.069, -9.509, 2.554], [0.172, -2.143, -6.251], [-2.967, 4.758, 1.865], [-4.729, 0.567, 0.143], [-5.890, -1.652, -0.978], [-0.862, 3.441, -0.383], [4.997, 0.475, -2.170], [-1.110, 2.660, 0.327], [3.169, -0.705, -3.513], [-3.786, 0.073, 2.298], [-0.631, 0.666, 0.836], [1.462, 2.298, 2.375], [3.268, 2.709, -5.417], [-2.664, 6.336, 3.314], [2.097, 4.479, -0.498], [5.880, -0.155, -2.202], [2.388, 2.831, -2.334], [-1.740, -1.671, 4.308], [-1.776, -0.117, 5.160], [-2.006, -8.440, 6.028], [-0.759, -0.416, -1.116], [1.330, 1.807, 4.476], [0.810, -1.041, -1.997], [-0.855, 0.670, -1.239], [1.283, 4.636, -1.099], [-2.826, -7.796, 6.342], [-4.425, -9.598, 5.725], [5.360, 10.088, -0.711], [2.460, 7.149, -1.594], [-1.955, -1.838, 6.438], [2.348, 0.474, -6.086], [4.235, 9.039, -2.482], [-0.684, -1.468, -6.227], [3.208, 3.371, -2.801], [2.811, -1.943, -2.332], [1.976, 6.645, -3.217], [1.153, 2.813, 4.843], [2.070, 1.665, -3.197], [0.469, -5.221, -6.939], [1.570, 0.736, -5.570], [-0.265, 1.160, -2.502], [1.278, 3.843, -2.091], [-3.473, 5.765, 2.870], [-2.840, -11.178, 3.171], [1.075, 0.815, -2.673], [-0.543, 2.044, 2.983], [3.725, 7.892, -3.182], [-6.494, -2.862, 0.151], [5.068, -2.063, -1.185], [0.462, -2.714, 7.262], [-6.730, -1.916, -0.336], [-1.419, -1.146, 5.205], [3.846, -0.279, -1.454], [2.790, -6.585, -6.825], [-4.853, 0.005, 1.194], [-7.837, -1.103, 1.320], [-3.042, -1.834, 6.439], [-2.339, 3.673, 2.582], [-0.758, -10.015, 6.796], [-1.620, -1.352, 7.353], [-2.279, 5.221, 1.161], [-7.198, 0.124, 0.233], [-0.329, -1.133, 5.208], [3.638, 8.198, -4.222], [-1.240, -0.259, -3.769], [6.451, 10.484, -1.371], [0.337, 2.821, -5.949], [0.713, 1.489, 0.060], [-0.129, -5.017, 6.860], [-7.611, -2.053, -0.961], [-6.988, -0.840, 0.694], [2.811, -5.441, -7.486], [1.156, -5.308, 6.986], [-3.610, -9.693, 4.859], [0.044, 4.377, 2.102], [0.595, -1.804, -8.338], [1.675, 8.301, -2.663], [2.380, 7.470, -2.631], [0.691, 3.012, -5.069], [-0.369, 1.348, 0.036], [-0.910, 3.261, 2.033], [3.338, 0.401, -0.774], [-3.944, 5.209, 3.681], [5.680, 9.904, 0.560], [4.452, 7.082, -3.135], [-0.356, -3.495, 6.883], [-3.541, -1.120, 2.837], [4.041, 2.816, -4.777], [-2.379, -9.995, 7.480], [3.818, -4.698, -7.014], [-0.436, -3.197, -8.044], [-2.086, 1.281, -3.483], [5.240, 1.409, -1.672], [0.931, 0.650, 2.729], [-4.164, 0.899, 3.268], [4.451, 11.059, -0.784], [-0.567, -5.551, 5.714], [0.857, 1.692, 3.045], [2.867, -0.869, -2.486], [-1.200, -8.779, 7.989], [-1.560, -9.362, 7.141], [-0.734, 1.243, -4.568], [-1.187, -7.806, 5.712], [4.751, 0.720, -3.201], [-4.951, -11.175, 3.606], [4.459, -1.383, -0.595]], "homo_ev": -12.280, "lumo_ev": -4.07, "total_charge": 1, "mol_weight_g_mol": 1138.8, "homo_lumo_gap_ev": 8.211}